Model P:
{
  "formula": "C5H8OS2",
  "method": "ωB97M-V with the def2-TZVPD basis set",
  "elements": ["C", "C", "O", "C", "C", "S", "C", "S", "H", "H", "H", "H", "H", "H", "H", "H"],
  "positions_angstrom": [[-0.00908, 2.02898, -0.46980], [0.55285, 0.57516, -0.73335], [-0.57345, -0.04090, -1.18171], [-1.19884, -0.51329, 0.02566], [-0.05272, -1.21959, 0.79181], [-0.18074, -2.77906, -0.09624], [1.01765, -0.31735, 0.37781], [2.47726, 0.07411, 1.23076], [0.90074, 2.84895, -0.33716], [-0.54550, 2.25533, -1.25228], [-0.89094, 2.20147, 0.25725], [1.52544, 0.72606, -1.47875], [-2.06419, -1.32604, 0.00716], [-1.56871, 0.21621, 0.56164], [-0.25981, -1.16429, 1.87432], [0.87003, -3.56573, 0.42289]],
  "smiles": "C[C@@H]1OC[C@@H](S)C1=S",
  "lumo_energy_ev": -0.87,
  "orbital_gap_ev": 7.93
}

---

Model Q:
{
  "formula": "C5H8OS2",
  "method": "ωB97M-V with the def2-TZVPD basis set",
  "elements": ["C", "C", "C", "C", "C", "O", "S", "S", "H", "H", "H", "H", "H", "H", "H", "H"],
  "positions_angstrom": [[-1.85636, 0.00233, 0.36149], [0.35148, -1.62852, -0.60267], [1.45143, -0.68509, -0.39631], [1.08619, 0.43415, 0.67022], [0.33534, 1.72638, 0.20966], [-4.24880, 0.00730, -0.45216], [-1.38454, 1.41481, -0.46538], [-3.29311, -0.86534, 0.26573], [0.22006, -2.51526, 0.02165], [-0.12852, -1.77498, -1.55499], [2.20951, -1.24937, 0.04818], [1.62602, -0.25907, -1.43866], [0.48494, 0.00587, 1.38389], [2.05867, 0.83313, 1.16022], [0.15521, 2.23117, 1.25855], [0.93249, 2.32249, -0.46943]],
  "lumo_energy_ev": [-1.97, -2.00],
  "orbital_gap_ev": [5.56, 5.61]
}

---

Model R:
{
  "formula": "C5H8OS2",
  "method": "ωB97M-V with the def2-TZVPD basis set",
  "elements": ["O", "C", "C", "C", "C", "C", "S", "S", "H", "H", "H", "H", "H", "H", "H", "H"],
  "positions_angstrom": [[-0.06774, 0.67931, -1.91409], [-0.75768, 1.31044, -0.88640], [-1.24021, 0.83078, 0.26110], [-1.20030, -0.60953, 0.61374], [0.24847, -0.75630, 1.08864], [1.24431, -0.87113, -0.00483], [1.58812, -2.09061, -1.08012], [2.15858, 0.62822, 0.07766], [-0.09831, -0.23714, -1.68118], [-0.69833, 2.41234, -1.03955], [-1.58186, 1.65100, 0.91277], [-1.94514, -0.90624, 1.53429], [-1.29861, -1.19867, -0.22325], [0.30580, 0.21679, 1.70285], [0.42172, -1.64532, 1.80727], [2.92118, 0.58607, -1.16892]],
  "smiles": "O/C=C\\CCC(=S)S",
  "lumo_energy_ev": -0.57,
  "orbital_gap_ev": 8.31
}

---

Q: Which of them is the least stable? A: model Q.

---

Model P:
{
  "formula": "C2H11N2",
  "method": "ωB97M-V with the def2-TZVPD basis set",
  "elements": ["N", "H", "H", "H", "H", "C", "C", "N", "H", "H", "H", "H", "H", "H", "H"],
  "positions_angstrom": [[0.19873, -2.23932, -0.85808], [0.59845, -1.95464, -1.74908], [0.57047, -3.16632, -0.64238], [1.29458, 0.29740, 1.20541], [-0.79753, -2.39506, -0.99011], [-0.05941, 1.88801, -0.40486], [-0.60594, 0.93061, 0.62008], [0.39084, -0.11899, 0.98565], [0.97509, 1.63002, -0.65961], [-0.66655, 1.90028, -1.31075], [-0.02932, 2.91399, -0.04658], [-0.92561, 1.39232, 1.55831], [-1.48999, 0.39112, 0.29010], [0.46596, -0.83292, 0.19495], [0.08024, -0.63650, 1.80695]],
  "total_charge": 1,
  "lumo_energy_ev": -3.22,
  "orbital_gap_ev": 12.32
}

---

Model Q:
{
  "formula": "C2H11N2",
  "method": "ωB97M-V with the def2-TZVPD basis set",
  "elements": ["C", "N", "H", "H", "H", "H", "H", "C", "N", "H", "H", "H", "H", "H", "H"],
  "positions_angstrom": [[-0.28731, -1.78404, 0.89223], [-1.19951, -0.62018, 0.55212], [-0.86456, -2.70005, 0.95189], [0.15633, -1.52778, 1.85188], [0.48775, -1.87041, 0.13732], [-1.71638, -0.86964, -0.28588], [-1.84440, -0.50802, 1.33133], [0.85928, 1.24962, -1.40827], [0.54806, 1.29455, 0.04433], [1.21571, 0.25381, -1.66296], [-0.10730, 1.35888, -1.89855], [1.56901, 1.98986, -1.75522], [1.30178, 1.06913, 0.68323], [-0.25683, 0.46914, 0.29867], [0.13838, 2.19513, 0.26787]],
  "total_charge": 1,
  "lumo_energy_ev": -3.16,
  "orbital_gap_ev": 12.02
}

---

Model R:
{
  "formula": "C2H11N2",
  "method": "ωB97M-V with the def2-TZVPD basis set",
  "elements": ["N", "H", "H", "H", "H", "C", "C", "N", "H", "H", "H", "H", "H", "H", "H"],
  "positions_angstrom": [[-1.51744, -0.82608, -2.18299], [-1.81672, -0.09003, -2.87590], [-1.09492, -1.74681, -2.65452], [-0.81386, -0.05424, -0.55757], [-2.45689, -0.88086, -1.83443], [1.23559, 0.48652, 1.99140], [0.53633, 0.84974, 0.72814], [0.04145, -0.29457, -0.09345], [2.16980, 1.01943, 2.06953], [0.81878, 0.82067, 3.00957], [1.31030, -0.70749, 2.11185], [-0.30271, 1.53446, 0.87606], [1.24123, 1.47942, 0.02220], [-0.02359, -1.20719, 0.44450], [0.66905, -0.34045, -0.99345]],
  "total_charge": 1,
  "lumo_energy_ev": -3.48,
  "orbital_gap_ev": 11.68
}

---

Q: Which of them is the least stable? A: model R.

---

Model P:
{
  "formula": "CHNOS",
  "method": "ωB97M-V with the def2-TZVPD basis set",
  "elements": ["O", "N", "C", "S", "H"],
  "positions_angstrom": [[1.12375, -2.10866, -0.51404], [0.26018, -1.40686, -1.04043], [-0.25382, -0.16101, -0.82618], [-1.07825, 0.95799, -1.73971], [0.14124, 0.49087, 0.00212]],
  "smiles": "O=NC=S",
  "lumo_energy_ev": [-1.98, -2.52],
  "orbital_gap_ev": [7.46, 6.75]
}

---

Model Q:
{
  "formula": "CHNOS",
  "method": "ωB97M-V with the def2-TZVPD basis set",
  "elements": ["C", "N", "O", "S", "H"],
  "positions_angstrom": [[1.78257, -1.85482, 0.22846], [1.24127, 0.78122, -1.11288], [2.44994, -2.04447, 1.20573], [2.09041, 1.21947, 0.05773], [-0.33228, 1.53136, -1.46999]],
  "lumo_energy_ev": [-1.50, -1.49],
  "orbital_gap_ev": [6.92, 6.93]
}

---

Model R:
{
  "formula": "CHNOS",
  "method": "ωB97M-V with the def2-TZVPD basis set",
  "elements": ["C", "N", "H", "O", "S"],
  "positions_angstrom": [[1.80282, -0.18783, 0.11543], [2.08786, 0.69122, 0.82841], [1.70836, -0.81672, -0.63874], [-2.64740, 0.21941, -0.88992], [-2.95164, 0.09392, 0.58483]],
  "smiles": "C#N.O=S",
  "lumo_energy_ev": [-1.78, -1.79],
  "orbital_gap_ev": [7.82, 7.79]
}

---

Q: Which of them is the least stable? A: model Q.

---

Model P:
{
  "formula": "C3H4F2O",
  "method": "ωB97M-V with the def2-TZVPD basis set",
  "elements": ["O", "C", "C", "F", "C", "F", "H", "H", "H", "H"],
  "positions_angstrom": [[-1.15868, -1.54574, -0.19196], [-1.26213, -0.29485, 0.20784], [-0.00399, 0.66516, -0.00370], [-0.49180, 1.86216, -0.06750], [1.28882, 0.37357, -0.00977], [1.72435, -0.89470, 0.03808], [-0.42033, -1.94936, 0.14638], [-1.74398, -0.04623, 1.15931], [-2.03427, 0.20433, -0.60072], [2.23896, 0.98675, -0.07072]],
  "smiles": "OC/C(F)=C\\F",
  "lumo_energy_ev": 0.87,
  "orbital_gap_ev": 10.51
}

---

Model Q:
{
  "formula": "C3H4F2O",
  "method": "ωB97M-V with the def2-TZVPD basis set",
  "elements": ["F", "C", "C", "F", "C", "O", "H", "H", "H", "H"],
  "positions_angstrom": [[-0.65844, -0.68043, 2.08643], [0.30285, -0.04648, 1.29601], [0.10379, -0.37171, -0.18137], [1.06114, -1.31901, -0.58301], [-0.34272, 0.51685, -1.23499], [-1.09359, -0.61043, -0.77691], [0.05635, 1.14366, 1.46948], [1.34628, -0.36083, 1.51093], [-0.87791, 1.43913, -1.23633], [0.10226, 0.28924, -2.35024]],
  "smiles": "FC[C@]1(F)CO1",
  "lumo_energy_ev": 0.91,
  "orbital_gap_ev": 12.21
}

---

Q: Which of them is the least stable? A: model P.

---

Model P:
{
  "formula": "C3H4F2O",
  "method": "ωB97M-V with the def2-TZVPD basis set",
  "elements": ["O", "C", "C", "F", "C", "F", "H", "H", "H", "H"],
  "positions_angstrom": [[-2.04288, -0.94294, 0.12800], [-1.51418, 0.06501, -0.15248], [-0.04700, 0.34080, 0.34942], [0.15566, 1.67234, -0.07562], [0.85445, -0.65111, -0.28045], [2.22240, -0.54305, 0.10523], [-1.92164, 0.74128, -0.89266], [-0.22354, 0.42300, 1.44450], [0.85799, -0.68014, -1.33518], [0.46808, -1.63247, -0.00610]],
  "smiles": "O=C[C@H](F)CF",
  "lumo_energy_ev": 0.64,
  "orbital_gap_ev": 11.15
}

---

Model Q:
{
  "formula": "C3H4F2O",
  "method": "ωB97M-V with the def2-TZVPD basis set",
  "elements": ["O", "C", "C", "F", "C", "F", "H", "H", "H", "H"],
  "positions_angstrom": [[-0.95984, -1.97635, -0.80921], [-0.30769, -1.00033, -1.06373], [0.00150, 0.61927, -0.40191], [1.08515, 1.07150, -1.01724], [0.15104, 0.32299, 1.05219], [0.15495, 1.44666, 1.87395], [0.36611, -1.23236, -1.93638], [-0.99252, 1.11490, -0.48451], [1.19067, -0.13534, 1.31325], [-0.68936, -0.23095, 1.47360]],
  "smiles": "O=C[C@H](F)CF",
  "lumo_energy_ev": 0.70,
  "orbital_gap_ev": 10.74
}

---

Q: Which of them is the least stable? A: model Q.

---

Model P:
{
  "formula": "C32H25CdN7O3S2",
  "method": "ωB97M-V with the def2-TZVPD basis set",
  "elements": ["Cd", "C", "C", "N", "C", "C", "C", "C", "C", "C", "C", "N", "C", "C", "C", "C", "C", "C", "C", "C", "N", "C", "H", "H", "H", "H", "H", "H", "H", "H", "H", "H", "H", "H", "N", "C", "N", "C", "C", "C", "C", "C", "C", "S", "H", "H", "H", "H", "H", "H", "O", "C", "N", "S", "O", "O", "C", "C", "C", "C", "C", "C", "H", "H", "H", "H", "N", "H", "H", "H"],
  "positions_angstrom": [[0.08028, 0.07348, -0.34549], [0.44883, -3.12957, -3.50621], [0.45194, -1.90293, -2.82914], [0.24654, -1.80967, -1.53439], [-0.01900, -2.90875, -0.80588], [-0.06172, -4.19841, -1.41120], [0.20975, -4.27392, -2.79443], [-0.42820, -5.31633, -0.64646], [-0.85217, -5.13337, 0.64910], [-0.83164, -3.88342, 1.25254], [-0.35082, -2.74668, 0.59440], [-0.29528, -1.49241, 1.08358], [-0.61373, -1.09369, 2.33842], [-0.47125, -1.82650, 3.51821], [-0.94607, -1.35447, 4.73912], [-1.57244, -0.13565, 4.84244], [-1.65676, 0.69670, 3.71085], [-2.25542, 1.97512, 3.73106], [-2.22616, 2.75797, 2.60739], [-1.57450, 2.27313, 1.46483], [-1.06594, 1.06533, 1.39592], [-1.12137, 0.25289, 2.46725], [0.60850, -3.15842, -4.57433], [0.63007, -0.97750, -3.36228], [0.18134, -5.23992, -3.28301], [-0.43294, -6.29526, -1.09944], [-1.22102, -5.97824, 1.21553], [-1.24975, -3.78208, 2.23940], [0.02143, -2.78491, 3.48871], [-0.84278, -1.97739, 5.61958], [-2.00133, 0.19407, 5.77842], [-2.72878, 2.33096, 4.63661], [-2.67872, 3.73854, 2.59142], [-1.46836, 2.89785, 0.58652], [1.40962, 3.24585, 1.02079], [2.06964, 2.14026, 1.35969], [1.93976, 0.96716, 0.83247], [2.79907, 0.04914, 1.38284], [2.95487, -1.26843, 0.96597], [3.89683, -2.06135, 1.59207], [4.69383, -1.56044, 2.61712], [4.55941, -0.25047, 3.04262], [3.61572, 0.54338, 2.41823], [3.25958, 2.23106, 2.68326], [0.90331, 3.31920, 0.13648], [1.67659, 4.11061, 1.45825], [2.34966, -1.63625, 0.15065], [4.02258, -3.08709, 1.27603], [5.43495, -2.19589, 3.08060], [5.18381, 0.14497, 3.82850], [-2.36590, 0.23193, -1.51614], [-1.82626, 1.22622, -1.98476], [-0.55619, 1.54947, -1.73216], [-0.10915, 2.95539, -2.38839], [0.11085, 3.93376, -1.34022], [0.99550, 2.80349, -3.30159], [-1.63845, 3.24463, -3.25707], [-1.98277, 4.19913, -4.18167], [-3.23312, 4.10029, -4.78113], [-4.09986, 3.07387, -4.43270], [-3.73570, 2.10930, -3.50221], [-2.48087, 2.19752, -2.91952], [-1.28355, 4.97854, -4.43830], [-3.52193, 4.82236, -5.53122], [-5.07104, 3.02069, -4.90040], [-4.39124, 1.29323, -3.24223], [2.42494, 0.54158, -2.03721], [2.03841, 1.29454, -2.60714], [2.91168, -0.08803, -2.66647], [3.13291, 0.96383, -1.44409]],
  "lumo_energy_ev": 0.19,
  "orbital_gap_ev": 6.63
}

---

Model Q:
{
  "formula": "C32H25CdN7O3S2",
  "method": "ωB97M-V with the def2-TZVPD basis set",
  "elements": ["Cd", "C", "C", "N", "C", "C", "C", "C", "C", "C", "C", "N", "C", "C", "C", "C", "C", "C", "C", "C", "N", "C", "H", "H", "H", "H", "H", "H", "H", "H", "H", "H", "H", "H", "N", "C", "N", "C", "C", "C", "C", "C", "C", "S", "H", "H", "H", "H", "H", "H", "O", "C", "N", "S", "O", "O", "C", "C", "C", "C", "C", "C", "H", "H", "H", "H", "N", "H", "H", "H"],
  "positions_angstrom": [[0.50160, -0.05182, 0.12925], [1.15036, 3.94749, 2.66122], [1.48962, 3.05430, 1.62855], [0.59892, 2.40440, 0.91927], [-0.72717, 2.64289, 1.14587], [-1.16216, 3.52462, 2.15654], [-0.17053, 4.16257, 2.93201], [-2.54995, 3.73887, 2.35055], [-3.44223, 3.10351, 1.54099], [-3.02489, 2.23297, 0.50945], [-1.68987, 1.97103, 0.28652], [-1.13511, 1.10697, -0.62394], [-1.42502, 0.98310, -1.94792], [-2.59730, 1.34786, -2.58750], [-2.77383, 1.17208, -3.97286], [-1.79259, 0.65536, -4.76575], [-0.54207, 0.33610, -4.18577], [0.55404, -0.10997, -4.95424], [1.76755, -0.32032, -4.36615], [1.88906, -0.09803, -2.98628], [0.88241, 0.27486, -2.22940], [-0.34155, 0.50090, -2.79626], [1.93051, 4.43995, 3.22625], [2.53066, 2.85288, 1.39476], [-0.47539, 4.82545, 3.73423], [-2.87903, 4.40866, 3.13574], [-4.50447, 3.25320, 1.69581], [-3.77455, 1.71998, -0.07431], [-3.40861, 1.76527, -2.01279], [-3.72409, 1.45000, -4.41316], [-1.94307, 0.50417, -5.82751], [0.41669, -0.26050, -6.01953], [2.62710, -0.64495, -4.93738], [2.83837, -0.24515, -2.48436], [3.14605, -0.17079, 2.41778], [1.96538, 0.04637, 3.03846], [0.79832, -0.03492, 2.47612], [-0.21640, 0.29444, 3.37151], [-1.57838, 0.26526, 3.09509], [-2.46647, 0.66703, 4.07431], [-2.01712, 1.08589, 5.32797], [-0.66361, 1.09307, 5.62408], [0.22099, 0.68849, 4.63498], [1.95913, 0.57873, 4.70826], [3.13215, -0.64987, 1.52242], [3.96527, -0.29390, 2.98507], [-1.91579, -0.06705, 2.12200], [-3.52832, 0.65698, 3.86338], [-2.72887, 1.40649, 6.07737], [-0.30805, 1.39281, 6.60167], [-1.28249, -2.44303, -2.05577], [-0.14252, -2.61881, -1.70169], [0.39342, -2.20662, -0.49154], [1.94299, -2.59985, -0.34544], [2.72207, -1.36043, -0.18088], [2.19072, -3.58311, 0.67571], [2.14136, -3.31609, -1.94646], [3.25251, -3.86733, -2.55437], [3.07711, -4.40435, -3.82364], [1.82867, -4.38321, -4.44443], [0.72523, -3.82544, -3.81165], [0.89918, -3.29470, -2.54942], [4.21480, -3.87826, -2.05920], [3.92371, -4.84525, -4.33473], [1.72194, -4.80830, -5.43411], [-0.25068, -3.79272, -4.27910], [-0.49721, -2.82254, 2.32638], [-1.24569, -2.95448, 1.65534], [-0.77945, -3.27716, 3.18758], [0.30669, -3.32600, 1.96508]],
  "lumo_energy_ev": 0.27,
  "orbital_gap_ev": 6.91
}

---

Q: Which of them is the least stable? A: model Q.